The following is a DFT calculation (the ωB97M-V functional and the def2-TZVPD basis) of C5H6O2 in the gas phase in a non-equilibrium geometry.

Each line ends with the Mulliken charge.
Element x y z (Å)
C1 1.795 -0.769 -0.361  -1.109
C2 0.773 0.247 0.005  0.367
C3 0.212 1.267 0.589  -0.507
C4 -0.574 0.671 -0.482  -0.232
C5 -1.873 -0.056 -0.149  0.618
H1 1.285 -1.722 -0.330  0.288
H2 2.681 -0.856 0.292  0.298
H3 2.181 -0.651 -1.359  0.312
H4 -0.077 1.936 1.466  0.291
H5 -0.608 1.319 -1.372  0.351
H6 -1.083 -0.583 1.536  0.339
O1 -1.906 -0.731 1.044  -0.480
O2 -2.809 -0.071 -0.879  -0.537

Summary:
Orbital gap   0.3789 Ha
HOMO energy   -9.66 eV
SMILES   CC1=C[C@@H]1C(=O)O
LUMO   0.648 eV
2S+1   1
Max |F|   0.05573 Eh/bohr

---

The following is a DFT calculation (the ωB97M-V functional and the def2-TZVPD basis) of a molecular structure, C5H6O2.

Each line ends with the Mulliken charge.
Element x y z (Å)
C1 0.498 1.831 0.308  -1.074
C2 0.411 0.340 0.387  -0.159
O1 -0.999 -0.143 0.790  -0.199
C3 -1.283 -1.426 0.008  0.476
O2 -2.292 -2.019 0.260  -0.550
C4 -0.150 -1.565 -0.827  -0.580
C5 0.776 -0.574 -0.602  -0.217
H1 0.287 2.315 1.265  0.287
H2 1.510 2.124 0.006  0.355
H3 -0.205 2.218 -0.439  0.283
H4 -0.193 -0.248 1.529  0.538
H5 -0.068 -2.375 -1.538  0.409
H6 1.708 -0.479 -1.148  0.431

Summary:
Orbital gap   0.3162 Ha
HOMO energy   -8.17 eV
LUMO   0.438 eV
2S+1   1
Max |F|   0.01756 Eh/bohr

---

The following is a DFT calculation (the ωB97M-V functional and the def2-TZVPD basis) of C5H6O2 in the gas phase.

Each line ends with the Mulliken charge.
Element x y z (Å)
C1 -1.777 -0.173 -0.272  -1.186
C2 -0.560 -0.016 0.639  0.599
O1 0.310 -1.165 0.468  -0.369
C3 1.532 -0.752 0.064  0.484
O2 2.469 -1.483 -0.091  -0.551
C4 1.439 0.755 -0.160  -0.273
C5 0.178 1.255 0.395  -0.655
H1 -2.276 -1.121 -0.054  0.315
H2 -2.475 0.652 -0.116  0.364
H3 -1.472 -0.187 -1.324  0.317
H4 -0.878 -0.001 1.691  0.288
H5 2.362 1.317 -0.019  0.417
H6 1.151 0.921 -1.221  0.251

Summary:
Orbital gap   0.3257 Ha
HOMO energy   -9.43 eV
LUMO   -0.566 eV
2S+1   1
Max |F|   0.01092 Eh/bohr

---

The following is a DFT calculation (the ωB97M-V functional and the def2-TZVPD basis) of a molecular structure, C5H6O2.

Each line ends with the Mulliken charge.
Element x y z (Å)
O1 0.587 1.790 -0.721  -0.730
C1 0.160 0.611 -0.270  1.247
C2 1.362 -0.365 0.017  -0.496
O2 1.373 -0.732 -1.410  -0.304
C3 0.309 -0.008 -1.648  -0.216
C4 -1.387 -0.430 1.405  -0.776
C5 -1.087 0.547 0.557  -0.401
H1 1.206 -1.260 0.616  0.295
H2 2.298 0.146 0.240  0.248
H3 0.004 0.035 -2.703  0.373
H4 -0.707 -1.256 1.607  0.147
H5 -2.340 -0.450 1.924  0.266
H6 -1.778 1.372 0.385  0.347

Summary:
Orbital gap (alpha / beta)   0.3366 / 0.3366 Ha
HOMO energy (alpha / beta)   -8.90 / -8.90 eV
LUMO (alpha / beta)   0.262 / 0.261 eV
2S+1   1
Max |F|   0.01891 Eh/bohr

---

So what do the calculations give for relative energy (zero: lowest compared OMol25 entry of this formula, charge and spin)? Going down the list: 50.73 75.56 68.95 100.69 kcal/mol.